DFT (wB97M-V/def2-TZVPD) results for a cluster of 2 separate species, C4H5FO in total at a distorted geometry.

```
! wB97M-V def2-TZVPD RIJCOSX def2/J DEFGRID3
* xyz 0 1
C -1.31080 -1.46491 1.55043
C 0.08048 0.86452 -1.21002
C 1.13718 0.08236 -0.53502
C -0.01338 0.53562 0.14819
O -2.15772 -1.14018 2.21481
F 0.12789 1.43967 1.20640
H -0.76755 -2.38608 1.31783
H 0.35635 1.90204 -1.54995
H -0.66091 0.51895 -1.85813
H 1.25108 -0.99198 -0.84275
H 1.95737 0.64000 -0.44178
*
```

The energy relative to the best compared isomer or geometry (same formula, charge and spin) is 4.995 eV. The LUMO energy (spin up / spin down) is 0.16 / 0.64 eV.

These are the natural (NBO) partial charges, in e, on atoms 1 to 5: atom 1 (C): 0.418, atom 2 (C): -0.500, atom 3 (C): -0.491, atom 4 (C): 0.351, atom 5 (O): -0.429

***

DFT (wB97M-V/def2-TZVPD) results for a structure of composition C17H26N3S2SiTl at a distorted geometry.

```
! wB97M-V def2-TZVPD RIJCOSX def2/J DEFGRID3
* xyz -2 1
Tl 1.06465 1.06995 0.23885
N 0.16112 -2.14507 3.99739
C 0.77434 -3.48662 4.11479
C 2.23714 -3.56584 3.61101
N 2.47793 -3.11431 2.23428
H 0.83514 -1.54507 4.39072
H 0.09259 -1.84867 3.01465
H 0.21458 -4.22655 3.61863
H 0.86710 -3.76666 5.16277
H 2.57509 -4.62438 3.68998
H 2.87456 -2.97904 4.29302
H 1.78809 -3.50788 1.59187
H 2.58772 -2.13691 2.06895
S 1.64970 2.59518 -1.95974
C 1.66525 4.26570 -1.34683
C 2.24541 5.18068 -2.24939
C 2.33380 6.52252 -1.98316
C 1.89517 6.96000 -0.74804
C 1.25867 6.10053 0.16536
C 1.11362 4.73435 -0.11019
S 0.31923 3.66852 1.07229
H 2.56474 4.76801 -3.24094
H 2.79937 7.22830 -2.71384
H 1.96586 8.04265 -0.40251
H 0.93545 6.48262 1.05407
C -2.84978 -0.30183 -3.02644
Si -2.25579 0.25463 -1.31666
C -2.11757 2.11582 -1.23585
C -3.60783 -0.35148 -0.15741
N -0.75160 -0.39682 -0.88148
C -0.42741 -1.69862 -0.86218
C -1.41774 -2.74545 -0.94116
C -1.13420 -4.12313 -0.93122
C 0.21003 -4.54802 -0.79639
C 1.15276 -3.54219 -0.70778
C 0.88504 -2.16017 -0.76427
H -3.70240 0.31103 -3.27639
H -3.20323 -1.34937 -3.00250
H -2.08794 -0.20684 -3.83366
H -3.11559 2.44837 -1.54242
H -1.39193 2.48173 -1.98647
H -1.83088 2.48376 -0.28534
H -4.54745 0.06422 -0.51631
H -3.51959 0.16197 0.85627
H -3.65751 -1.42404 0.04090
H -2.43380 -2.39575 -1.10878
H -1.93721 -4.79932 -1.14492
H 0.46547 -5.62143 -0.75228
H 2.19770 -3.80935 -0.61544
H 1.78210 -1.51972 -0.77582
*
```

The LUMO energy is 4.72 eV.

These are the natural (NBO) partial charges, in e, on atoms 1 to 5: atom 1 (Tl): 0.432, atom 2 (N): -0.830, atom 3 (C): -0.231, atom 4 (C): -0.221, atom 5 (N): -0.876

***

DFT (wB97M-V/def2-TZVPD) results for a structure of composition C24H20BF4N7O7STb.

```
! wB97M-V def2-TZVPD RIJCOSX def2/J DEFGRID3
* xyz -1 7
Tb -0.25325 0.20966 0.39308
O -2.15140 -3.84041 1.42996
C -2.14377 -4.31134 0.17441
C -2.20791 -5.69633 0.00084
C -2.21250 -6.24613 -1.26476
C -2.15272 -5.42762 -2.38948
C -2.09648 -4.05687 -2.22485
C -2.09735 -3.47790 -0.95741
C -2.03227 -2.00515 -0.79600
O -1.80689 -1.50157 0.37433
N -2.16220 -1.27021 -1.86672
N -1.96765 0.07763 -1.64952
C -2.88791 0.76817 -1.10360
C -2.63018 2.19982 -0.87745
C -3.63609 3.09496 -0.54502
C -3.29623 4.42015 -0.33916
C -1.97300 4.80567 -0.48455
C -1.03504 3.83415 -0.80429
N -1.34830 2.56090 -0.98586
H -1.98250 -2.87067 1.37588
H -2.24561 -6.31495 0.88829
H -2.25025 -7.32290 -1.37904
H -2.14590 -5.85921 -3.38208
H -2.04819 -3.39935 -3.08219
H -3.84680 0.33982 -0.81314
H -4.65367 2.75064 -0.41736
H -4.04821 5.14076 -0.04585
H -1.66812 5.83017 -0.32088
H 0.01920 4.07672 -0.89124
O 2.25077 4.27041 4.57418
C 1.66353 3.61165 3.54226
C 2.38843 3.21984 2.41696
C 1.71591 2.54395 1.42423
N 0.42799 2.24041 1.53480
C -0.27871 2.64527 2.58473
C 0.29846 3.35304 3.61852
C -1.76967 2.30260 2.42928
O -2.58792 2.96822 3.05164
O -1.97591 1.34691 1.61112
C 2.33186 2.08158 0.10259
O 3.50402 2.36037 -0.13861
O 1.50572 1.45590 -0.63836
H 3.19385 4.34962 4.39465
H 3.44598 3.42750 2.30555
H -0.29224 3.68727 4.45946
C 5.38854 -1.81153 -1.21509
C 4.38268 -0.78790 -0.68335
C 3.04584 -0.89176 -1.32913
N 1.95849 -1.16669 -0.71720
N 0.83487 -1.11621 -1.48786
C 1.09343 -0.83106 -2.73508
N 0.15642 -0.83468 -3.71286
S 2.78486 -0.58337 -3.03758
H 6.34821 -1.68997 -0.71210
H 5.54920 -1.68621 -2.28760
H 5.03355 -2.82768 -1.03941
H 4.74710 0.23065 -0.83124
H 4.22145 -0.92706 0.38563
H -0.79531 -0.92882 -3.36537
H 0.30184 -0.22340 -4.49657
F -0.37180 -0.60243 2.71035
B 0.83919 -1.30747 2.43912
F 0.55976 -2.14099 1.34864
F 1.72189 -0.29044 1.95007
F 1.33891 -1.95615 3.52730
*
```

The energy relative to the best compared isomer or geometry (same formula, charge and spin) is 1.019 eV. The LUMO energy (spin up / spin down) is 2.34 / 2.34 eV.

These are the Mulliken partial charges, in e, on atoms 1 to 5: atom 1 (Tb): 0.022, atom 2 (O): -0.765, atom 3 (C): 0.465, atom 4 (C): -0.691, atom 5 (C): -0.297

***

DFT (wB97M-V/def2-TZVPD) results for the ion C2H9N2 with charge +2 at a distorted geometry.

```
! wB97M-V def2-TZVPD RIJCOSX def2/J DEFGRID3
* xyz 2 2
C -0.13210 -0.57091 -0.72412
N 0.98004 -1.50892 -0.88173
C 0.33471 0.58962 0.15097
N -0.74100 1.07557 1.17546
H -1.02613 -1.17714 -0.54778
H -0.39360 -0.15463 -1.72526
H 0.90539 -2.23066 -0.16109
H 1.33759 -1.68241 -1.82675
H 0.49107 1.54285 -0.47264
H 1.16319 0.38765 0.83426
H -1.62447 0.56799 1.22013
H -0.28248 1.15281 2.09366
H -1.01222 2.00819 0.86488
*
```

The energy relative to the best compared isomer or geometry (same formula, charge and spin) is 0.882 eV. The LUMO energy (spin up / spin down) is -7.94 / -13.42 eV.

These are the natural (NBO) partial charges, in e, on atoms 1 to 5: atom 1 (C): -0.359, atom 2 (N): -0.166, atom 3 (C): -0.234, atom 4 (N): -0.680, atom 5 (H): 0.306

***

DFT (wB97M-V/def2-TZVPD) results for a structure of composition C24H35INO4P2Y at a distorted geometry.

```
! wB97M-V def2-TZVPD RIJCOSX def2/J DEFGRID3
* xyz 2 1
C 1.33550 -3.75311 -6.41721
C 0.73053 -3.68141 -5.03824
H 1.11584 -4.73640 -6.86048
H 2.42087 -3.61865 -6.35453
H 0.90996 -2.96739 -7.05113
O 0.09375 -4.53225 -4.46873
I 1.06577 -1.78711 -3.96081
Y 0.26562 0.78811 0.29530
P -2.07647 0.84483 -1.09806
C -3.71278 0.73571 -0.30286
C -1.97736 2.65523 -1.33768
H -2.86596 2.94066 -1.92068
H -3.21540 0.85445 -3.21560
H -1.07575 2.92830 -1.91139
H -1.47768 0.41445 -3.40217
H -3.70108 1.26010 0.66706
H -2.00070 3.20892 -0.38660
C -2.38379 0.26762 -2.79540
H -4.44730 1.22052 -0.96698
H -2.64550 -0.80045 -2.78828
H -3.98208 -0.32046 -0.15261
P 2.18795 -1.02052 0.80570
C 2.25705 -1.90888 2.40314
C 3.09863 -2.11766 -0.31986
H 3.65021 0.86611 0.24137
H 4.37827 -0.27655 1.40028
H 3.19668 0.92832 1.97670
C 3.45783 0.26207 1.14076
H 3.20394 -1.63088 -1.29975
H 4.09355 -2.32144 0.10544
H 3.31090 -2.13077 2.63191
H 1.68939 -2.84648 2.32739
H 2.54605 -3.05830 -0.45039
H 1.83757 -1.28452 3.20529
C -1.16180 -0.94217 1.05255
O -1.83634 -1.60402 1.71332
C -4.08639 3.57890 2.99912
C -2.86942 4.24909 2.42875
C -2.99035 4.96481 1.23909
C -1.88086 5.58917 0.65805
C -0.63738 5.44800 1.25643
C -0.51240 4.78432 2.48970
N 0.75279 4.83091 3.07273
C 1.39533 3.94673 3.94082
C 2.31996 4.49976 4.84329
C 2.86028 3.70860 5.84819
C 2.58435 2.33014 5.88127
C 1.77997 1.74316 4.89321
C 1.20936 2.54151 3.88910
C 0.66471 1.97119 2.64905
O -0.09485 0.92326 2.60257
O 1.04307 2.50584 1.52144
C -1.64303 4.19646 3.10271
C -1.61094 3.56101 4.44930
H -3.95347 2.49392 3.10774
H -4.34521 3.97899 3.98823
H -4.93379 3.75626 2.33169
H -3.98101 5.03845 0.78245
H -1.99452 6.18490 -0.25034
H 0.27195 5.84946 0.79886
H 1.39302 5.50254 2.65741
H 2.59027 5.55497 4.72556
H 3.53698 4.15811 6.57832
H 3.01532 1.71219 6.68121
H 1.54125 0.67703 4.93594
H -1.70969 2.46780 4.37432
H -0.71854 3.80980 5.02570
H -2.46383 3.92738 5.03355
*
```

The LUMO energy is -7.26 eV.

These are the natural (NBO) partial charges, in e, on atoms 1 to 5: atom 1 (C): -0.740, atom 2 (C): 0.550, atom 3 (H): 0.271, atom 4 (H): 0.265, atom 5 (H): 0.266

***

no.,calculated total energy (eV),M (g/mol)
1,-8988.034,88.081
2,-56765.186,569.019
3,-94807.126,796.262
4,-5179.238,61.108
5,-62845.749,679.305